Molecular formula: C3H5NS2
Method: DFT, ωB97M-V/def2-TZVPD

ORCA input file:
```
! wB97M-V def2-TZVPD RIJCOSX def2/J DEFGRID3
* xyz 0 1
C -2.207 0.610 -0.179
S -0.726 1.142 0.896
S 0.768 1.228 -0.581
C 1.468 -0.368 -0.536
C 2.066 -1.033 0.882
N 2.835 -0.556 0.006
H -2.224 1.317 -0.894
H -2.958 0.714 0.547
H -1.870 -0.260 -0.668
H 1.159 -1.252 -1.180
H 1.689 -1.543 1.708
*
```

Calculated values
relative energy (zero: lowest compared OMol25 entry of this formula, charge and spin) = 353.89 kJ/mol
gap between HOMO and LUMO = 0.3427 Eh
HOMO energy = -8.84 eV